{"formula": "C41H65Cl8CuN6O13", "method": "ωB97M-V/def2-TZVPD", "charge": -2, "homo_energy_ev": -1.56, "lumo_energy_ev": 1.48, "species": ["C", "N", "C", "C", "C", "C", "C", "C", "C", "C", "N", "C", "C", "C", "H", "H", "H", "H", "H", "H", "H", "H", "H", "H", "H", "H", "H", "H", "C", "N", "C", "C", "C", "C", "C", "C", "C", "C", "N", "C", "C", "C", "H", "H", "H", "H", "H", "H", "H", "H", "H", "H", "H", "H", "H", "H", "Cu", "C", "O", "H", "H", "H", "C", "O", "H", "H", "H", "C", "O", "H", "H", "H", "Cl", "O", "O", "O", "O", "Cl", "O", "O", "O", "O", "O", "H", "O", "H", "Cl", "C", "C", "Cl", "H", "H", "H", "H", "Cl", "C", "C", "Cl", "H", "H", "H", "H", "Cl", "C", "C", "Cl", "H", "H", "H", "H", "C", "C", "C", "C", "N", "H", "H", "H", "H", "H", "H", "H", "C", "C", "C", "C", "N", "H", "H", "H", "H", "H", "H", "H"], "positions_angstrom": [[1.25893, -25.13987, -6.50892], [1.86366, -26.33755, -5.89079], [2.38409, -27.30898, -6.63376], [3.09192, -28.33825, -6.05107], [3.12390, -28.47349, -4.68060], [2.60979, -27.44235, -3.87986], [2.06301, -26.30015, -4.54772], [3.59008, -29.78164, -4.09766], [2.95417, -30.88248, -4.59211], [3.22218, -32.12906, -4.03970], [3.98818, -32.21712, -2.93174], [4.69725, -31.13631, -2.46684], [4.55630, -29.90139, -3.10451], [4.09864, -33.50709, -2.30312], [1.01118, -25.39614, -7.53899], [2.09661, -24.44365, -6.54984], [0.40522, -24.89563, -5.87677], [2.21991, -27.17822, -7.69317], [3.46062, -28.94146, -6.86753], [2.57827, -27.44495, -2.80033], [1.63622, -25.39479, -4.14202], [2.04645, -30.79501, -5.17073], [2.62408, -32.97760, -4.33745], [5.42593, -31.27169, -1.68128], [5.10908, -29.05091, -2.73365], [5.09050, -33.66860, -1.88096], [3.95763, -34.28713, -3.05129], [3.35736, -33.35632, -1.51835], [-0.29616, -31.42960, -7.90545], [-0.88069, -30.81214, -6.68503], [-0.61611, -31.49211, -5.55304], [-0.82965, -30.94346, -4.31812], [-1.41581, -29.64978, -4.21386], [-1.62709, -29.00759, -5.45773], [-1.34121, -29.55924, -6.67512], [-1.58156, -28.87525, -2.92892], [-0.75568, -29.14554, -1.87741], [-0.85666, -28.45421, -0.64930], [-1.93743, -27.62299, -0.47132], [-2.83593, -27.44030, -1.48466], [-2.66012, -27.99961, -2.75485], [-1.97752, -26.88250, 0.84830], [0.15294, -32.42205, -7.86738], [0.43795, -30.64086, -8.06999], [-1.03811, -31.42559, -8.70394], [-0.05824, -32.41561, -5.60134], [-0.54318, -31.49386, -3.43415], [-1.79944, -27.94449, -5.37705], [-1.34089, -29.06887, -7.63738], [0.05653, -29.82256, -2.09732], [-0.23999, -28.39404, 0.23530], [-3.51620, -26.61523, -1.33340], [-3.18729, -27.70750, -3.65105], [-1.30105, -27.28977, 1.59971], [-3.01583, -26.78019, 1.16380], [-1.65456, -25.87441, 0.58839], [-0.28279, -24.02598, -1.26347], [0.45251, -35.33817, -3.21088], [0.65029, -33.95484, -3.22009], [-0.57405, -35.69968, -3.15096], [0.89035, -35.90752, -4.03078], [1.03727, -35.88633, -2.47218], [-3.89726, -25.16050, -5.95471], [-2.73555, -25.59355, -5.31577], [-4.20644, -24.12230, -5.83366], [-3.70828, -25.16763, -7.02818], [-4.87197, -25.60752, -5.75924], [0.83493, -24.07671, 1.54757], [0.32750, -23.06374, 0.75665], [1.37019, -23.65051, 2.39607], [0.05393, -24.76286, 1.87520], [1.54800, -24.58585, 0.89919], [0.74038, -28.28427, -10.12865], [0.08945, -27.28224, -9.39677], [1.08112, -27.65220, -11.34222], [1.83127, -29.00539, -9.53140], [-0.29156, -29.24593, -10.48933], [2.80033, -29.74116, 0.64187], [2.30533, -29.08835, -0.53866], [4.08760, -29.16910, 0.99063], [1.92603, -29.72716, 1.83812], [2.84545, -31.13903, 0.26796], [-2.50891, -24.29800, -1.44837], [-2.64351, -23.33267, -1.51590], [0.20621, -25.98850, -2.27452], [0.71328, -26.81693, -2.16914], [-4.10724, -22.97610, 3.03303], [-3.42086, -23.23179, 1.37453], [-3.43301, -21.97900, 0.45364], [-3.27339, -20.43284, 1.33387], [-3.95604, -24.09075, 0.96972], [-2.37429, -23.43948, 1.59737], [-4.22345, -21.97876, -0.29690], [-2.54485, -22.07630, -0.17070], [-1.58733, -34.32438, 0.69735], [-0.53518, -32.99373, 0.13441], [-0.61012, -31.75889, 1.01433], [-2.14845, -31.13985, 1.01685], [-0.94893, -32.69625, -0.82914], [0.43602, -33.45487, -0.04510], [0.07630, -30.98559, 0.66946], [-0.46030, -31.95154, 2.07666], [-6.83222, -29.11087, -5.34097], [-6.14778, -28.18492, -4.05748], [-7.18233, -27.33253, -3.47079], [-6.66898, -26.73474, -1.85599], [-5.42059, -27.47660, -4.45445], [-5.77386, -28.94577, -3.37236], [-8.05785, -27.90909, -3.17222], [-7.40077, -26.40516, -4.00030], [3.10064, -35.43337, -6.34022], [3.01343, -35.09313, -7.86223], [3.83836, -33.82785, -8.25871], [3.47188, -32.58066, -7.81947], [3.18885, -31.51556, -7.51524], [2.45790, -36.30271, -6.20152], [2.70872, -34.63212, -5.71373], [4.07937, -35.73907, -5.97045], [2.00927, -34.88802, -8.23331], [3.20995, -35.91346, -8.55255], [3.92249, -33.94848, -9.33874], [4.82658, -33.80093, -7.79958], [-6.36591, -25.93878, 1.10118], [-6.97427, -25.37972, 2.32116], [-7.40902, -26.48240, 3.30022], [-8.62880, -27.12693, 2.88536], [-9.61045, -27.67799, 2.54150], [-6.12359, -25.15938, 0.37874], [-7.03509, -26.56210, 0.50808], [-5.41704, -26.43474, 1.30558], [-7.72528, -24.69993, 1.91870], [-6.14926, -24.80058, 2.73596], [-7.48968, -26.18168, 4.34481], [-6.65079, -27.24949, 3.14287]]}